8
Properties=species:S:1:pos:R:3:forces:R:3 method="wB97M-V/def2-TZVPD" e_lumo_ev=0.42 orbital_gap_ev=9.2 de_lowest_kcal_mol=56.29 charge=0
C 2.264722 1.184461 0.280365 0.13 0.73 0.10
O 1.357425 -1.792532 -0.535743 2.63 1.70 -1.29
O 3.092173 0.624468 -0.252410 0.44 -0.13 -0.37
P -1.145424 0.008612 -0.229316 1.40 -1.71 -2.78
S 0.703077 -0.853016 0.653278 -1.20 -0.64 -0.34
H 2.182777 -1.254865 -0.968429 -2.77 -1.62 1.46
H -0.427925 0.781311 -1.329706 -0.76 -0.71 1.28
H -0.878408 0.915711 0.677072 0.13 2.38 1.94